1.
Here is an isolated molecule of C26H32N6O3 from the Open Molecules 2025 dataset. Energies are from ωB97M-V with the def2-TZVPD basis set.

The geometry in XYZ format:
```
67
C26H32N6O3 (ωB97M-V with the def2-TZVPD basis set)
C 1.067 2.169 4.355
C 0.998 2.829 3.011
C 0.716 4.173 2.881
C 0.625 4.783 1.631
C 0.796 4.043 0.488
C 1.079 2.674 0.573
C 1.200 2.078 1.841
N 1.522 0.748 1.903
C 1.650 -0.099 0.831
O 1.947 -1.276 1.013
C 1.408 0.503 -0.471
C 1.190 1.835 -0.575
H 1.073 2.279 -1.553
C 1.294 -0.429 -1.645
N -0.077 -0.887 -1.864
C -0.970 0.162 -2.317
H -1.984 -0.232 -2.312
C -0.641 0.601 -3.754
H -0.259 -0.268 -4.306
O 0.384 1.594 -3.791
C -0.147 2.804 -4.290
H 0.664 3.346 -4.780
C -1.275 2.390 -5.230
H -1.990 3.190 -5.407
H -0.863 2.056 -6.183
C -1.866 1.213 -4.457
H -2.572 1.578 -3.710
H -2.370 0.492 -5.096
H -0.544 3.417 -3.467
H -0.953 1.042 -1.661
C -0.590 -1.766 -0.823
C -1.010 -1.045 0.419
N -1.582 0.138 0.477
N -1.744 0.428 1.761
N -1.318 -0.508 2.498
N -0.840 -1.471 1.703
C -0.315 -2.694 2.248
C 0.789 -2.477 3.235
C 1.895 -3.235 3.480
C 2.568 -2.612 4.558
C 1.820 -1.526 4.887
O 0.736 -1.440 4.092
H 1.938 -0.769 5.636
H 3.483 -2.929 5.016
H 2.200 -4.113 2.950
H 0.076 -3.304 1.434
H -1.143 -3.226 2.737
H 0.240 -2.430 -0.554
C -1.742 -2.644 -1.374
C -1.275 -3.353 -2.641
H -0.902 -2.629 -3.358
H -2.098 -3.905 -3.089
H -0.475 -4.051 -2.408
C -2.227 -3.667 -0.349
H -2.618 -3.183 0.543
H -1.423 -4.343 -0.064
H -3.028 -4.262 -0.782
H -2.588 -1.995 -1.618
H 1.919 -1.309 -1.476
H 1.610 0.078 -2.557
H 1.623 0.323 2.817
H 0.708 4.497 -0.488
H 0.407 5.839 1.569
H 0.557 4.766 3.770
H 0.838 2.886 5.139
H 0.344 1.355 4.412
H 2.065 1.768 4.541
```

Computed properties:
HOMO level: -8.10 eV
Energy above the lowest of the compared OMol25 structures with the same formula, charge and spin: 0.263 eV
Kohn-Sham gap: 8.61 eV
Lowest unoccupied orbital energy: 0.01907 Ha
SMILES: Cc1cccc2cc(CN(C[C@H]3CCCO3)[C@@H](c3nnnn3Cc3ccco3)C(C)C)c(=O)[nH]c12
Total charge: 0

***

2.
Here is a structure of composition C26H32NO5SSc from the Open Molecules 2025 dataset. Energies are from ωB97M-V with the def2-TZVPD basis set.

The geometry in XYZ format:
```
66
C26H32NO5SSc (ωB97M-V with the def2-TZVPD basis set)
O -0.426 -0.585 -4.219
C -0.918 0.643 -4.994
C -0.291 0.199 -6.302
H -0.545 1.576 -4.551
H -2.019 0.631 -4.998
C -0.087 -1.159 -5.623
H 0.634 0.706 -6.597
H -0.931 0.159 -7.196
C 1.294 -1.756 -5.765
H 2.021 -1.133 -5.236
H 1.519 -1.819 -6.846
H 1.353 -2.772 -5.373
C -1.146 -2.159 -6.033
H -2.120 -1.652 -5.991
H -1.152 -3.057 -5.384
H -0.931 -2.491 -7.060
Sc -0.577 -0.999 -2.147
C -2.315 -0.890 -0.358
C -1.754 0.419 -0.407
C -1.858 0.940 -1.735
H -1.408 1.006 0.417
C -2.642 -0.012 -2.496
C -2.782 -1.224 -1.679
H -3.136 -2.193 -2.033
H -2.426 -1.471 0.542
H -1.404 1.877 -2.068
H -3.141 0.167 -3.445
C 0.711 -2.237 -0.270
C 0.081 -3.100 -1.227
C 0.659 -2.822 -2.528
H -0.650 -3.867 -1.005
C 1.646 -1.753 -2.337
C 1.610 -1.373 -0.952
H 2.209 -0.604 -0.498
H 0.599 -2.277 0.802
H 0.389 -3.305 -3.468
H 2.335 -1.333 -3.073
O 1.216 3.180 -2.160
C 1.501 2.380 -3.290
C 1.633 3.298 -4.522
H 0.732 1.605 -3.306
H 2.424 1.818 -3.093
C 1.849 4.685 -3.878
H 0.817 3.276 -5.238
H 2.542 3.058 -5.060
C 1.781 4.469 -2.346
H 1.133 5.432 -4.193
H 2.848 5.019 -4.129
H 1.181 5.148 -1.720
H 2.809 4.433 -1.928
O -0.223 -0.556 2.057
C 0.530 0.379 1.758
N 0.664 0.951 0.532
S 1.676 2.229 0.459
O 2.766 1.879 -0.427
O 1.008 3.498 0.369
C 2.125 2.094 2.154
C 2.819 3.040 2.913
C 2.724 2.959 4.308
C 1.927 1.988 4.911
C 1.245 1.052 4.131
C 1.384 1.086 2.745
H 3.461 3.776 2.430
H 3.245 3.698 4.921
H 1.814 1.957 5.991
H 0.589 0.284 4.537
```

Computed properties:
HOMO level: -7.96 eV
Energy above the lowest of the compared OMol25 structures with the same formula, charge and spin: 2.305 eV
Kohn-Sham gap: 7.93 eV
Lowest unoccupied orbital energy: -0.00082 Ha
Total charge: 0

***

3.
Here is a structure of composition C26H32NO6Rh from the Open Molecules 2025 dataset. Energies are from ωB97M-V with the def2-TZVPD basis set.

The geometry in XYZ format:
```
66
C26H32NO6Rh (ωB97M-V with the def2-TZVPD basis set)
O -1.475 -3.879 -0.673
C -1.732 -4.477 0.647
C -1.910 -5.892 0.116
H -2.633 -4.051 1.106
H -0.871 -4.366 1.318
C -1.637 -5.218 -1.243
H -2.914 -6.292 0.220
H -1.130 -6.582 0.430
C -2.818 -5.252 -2.186
H -3.705 -4.831 -1.702
H -3.008 -6.288 -2.491
H -2.602 -4.656 -3.080
C -0.378 -5.738 -1.905
H 0.477 -5.707 -1.221
H -0.129 -5.151 -2.798
H -0.554 -6.778 -2.213
Rh -0.884 0.868 -1.559
C 3.356 1.513 -0.589
C 3.209 1.668 0.819
C 3.286 0.371 1.413
H 3.088 2.607 1.354
C 3.470 -0.581 0.365
C 3.479 0.124 -0.876
H 3.567 -0.315 -1.870
H 3.397 2.307 -1.321
H 3.208 0.147 2.476
H 3.614 -1.657 0.490
C -0.488 2.331 -2.872
C 0.407 1.220 -3.056
C -0.393 0.051 -3.325
H 1.494 1.253 -2.995
C -1.775 0.447 -3.303
C -1.834 1.855 -3.015
H -2.734 2.467 -2.941
H -0.194 3.370 -2.718
H -0.004 -0.938 -3.549
H -2.628 -0.203 -3.496
O -0.021 -0.455 0.168
C 0.538 -1.768 -0.086
C 0.818 -2.362 1.275
H 1.426 -1.660 -0.730
H -0.214 -2.364 -0.630
C -0.253 -1.709 2.151
H 1.815 -2.037 1.598
H 0.756 -3.451 1.247
C -0.315 -0.308 1.593
H -0.034 -1.727 3.221
H -1.237 -2.178 1.992
H 0.496 0.309 2.020
H -1.294 0.188 1.690
O 1.040 2.898 -0.506
C 0.081 2.971 0.302
O -0.890 2.108 0.359
C 0.057 4.203 1.175
C 0.077 4.113 2.573
C 0.054 5.270 3.353
C -0.057 6.526 2.717
C 0.053 6.623 1.314
C 0.097 5.464 0.552
N -0.310 7.700 3.480
O -0.379 7.607 4.727
O -0.429 8.791 2.876
H 0.128 3.132 3.057
H 0.109 5.228 4.439
H 0.094 7.602 0.852
H 0.172 5.538 -0.533
```

Computed properties:
HOMO level (spin up / spin down): -6.79 / -7.73 eV
Energy above the lowest of the compared OMol25 structures with the same formula, charge and spin: 0.000 eV
Kohn-Sham gap (spin up / spin down): 7.09 / 4.23 eV
Multiplicity: 5
Lowest unoccupied orbital energy (spin up / spin down): 0.01090 / -0.12852 Ha
Total charge: 0

***

4.
Here is a cluster of 3 separate species, C26H33BBrFN5O5 in total from the Open Molecules 2025 dataset. Energies are from ωB97M-V with the def2-TZVPD basis set.

The geometry in XYZ format:
```
72
C26H33BBrFN5O5 (ωB97M-V with the def2-TZVPD basis set)
C -2.881 1.417 0.365
N -2.476 0.074 0.764
C -2.325 -0.052 2.221
B -1.391 -0.497 0.017
O -1.403 -1.845 -0.201
C -0.204 0.402 -0.634
C -0.193 0.301 -2.180
C -0.408 1.686 -2.799
C -0.590 1.711 -4.323
C 0.694 1.860 -5.139
F 1.652 2.576 -4.427
C 1.169 -0.327 -2.564
C 2.128 -0.199 -1.381
C 3.223 0.845 -1.469
C 3.699 1.495 -0.336
C 4.726 2.417 -0.470
N 5.275 2.726 -1.640
C 4.828 2.096 -2.719
C 3.819 1.145 -2.688
N 1.223 0.113 -0.189
Br 1.444 -1.169 1.215
H -3.080 1.451 -0.707
H -2.134 2.188 0.611
H -3.803 1.690 0.881
H -1.924 0.871 2.657
H -3.285 -0.269 2.694
H -1.647 -0.869 2.473
H -0.649 -2.176 -0.699
H -0.317 1.462 -0.400
H -0.971 -0.371 -2.551
H -1.327 2.090 -2.364
H 0.400 2.357 -2.493
H -1.088 0.795 -4.655
H -1.249 2.544 -4.566
H 0.501 2.404 -6.063
H 1.136 0.897 -5.406
H 1.044 -1.384 -2.805
H 1.540 0.156 -3.462
H 2.554 -1.183 -1.190
H 3.329 1.289 0.664
H 5.128 2.910 0.409
H 5.288 2.360 -3.666
H 3.521 0.665 -3.610
H 1.569 0.963 0.257
C -4.722 -2.425 -0.732
C -5.937 -1.906 -0.304
C -7.060 -2.716 -0.245
C -6.934 -4.041 -0.618
C -5.738 -4.583 -1.048
C -4.624 -3.760 -1.104
N -8.124 -4.915 -0.547
O -9.166 -4.411 -0.185
O -7.981 -6.080 -0.855
H -3.847 -1.791 -0.764
H -6.011 -0.867 -0.012
H -8.015 -2.336 0.084
H -5.686 -5.624 -1.331
H -3.677 -4.165 -1.435
C 3.579 0.837 6.848
C 4.552 1.778 6.538
C 5.125 1.798 5.276
C 4.698 0.868 4.346
C 3.734 -0.082 4.633
C 3.173 -0.093 5.899
N 5.299 0.892 3.003
O 6.175 1.700 2.787
O 4.879 0.105 2.167
H 3.138 0.825 7.836
H 4.869 2.496 7.280
H 5.887 2.518 5.017
H 3.446 -0.804 3.884
H 2.424 -0.832 6.149
```

Computed properties:
HOMO level: -11.77 eV
Kohn-Sham gap: 6.96 eV
Lowest unoccupied orbital energy: -0.17670 Ha
Total charge: +1

***

no.,calculated total energy (Ha)
1,-1564.19184
2,-2599.73393
3,-1626.26598
4,-4358.85289